The following is a quantum chemistry calculation of a structure of composition C33H46BrCdGeN4O5S, from the OMol25 dataset.

Each line ends with the Löwdin spin population.
Geometry (Å):
Cd (0.71, 1.00, 1.14)  0.00
C (2.72, 2.78, 4.11)  0.00
C (3.40, 2.48, 2.79)  0.00
C (4.12, 1.14, 2.84)  0.00
C (4.40, 3.59, 2.46)  0.00
O (2.37, 2.41, 1.80)  0.00
Ge (2.52, 2.98, -0.04)  0.00
O (2.27, 1.08, -0.40)  0.00
C (2.49, 0.36, -1.62)  0.00
C (3.58, -0.68, -1.37)  0.00
C (2.93, 1.30, -2.74)  0.00
C (1.18, -0.32, -2.00)  0.02
O (0.65, 3.05, -0.06)  0.00
C (-0.20, 4.19, -0.22)  0.00
C (0.59, 5.36, -0.80)  0.00
C (-0.79, 4.58, 1.13)  0.00
C (-1.31, 3.79, -1.18)  0.00
H (3.44, 2.70, 4.94)  0.00
H (1.92, 2.06, 4.28)  0.00
H (2.30, 3.78, 4.11)  0.00
H (5.05, 1.22, 3.41)  0.00
H (4.37, 0.80, 1.83)  0.00
H (3.50, 0.38, 3.32)  0.00
H (5.09, 3.72, 3.29)  0.00
H (3.87, 4.54, 2.29)  0.00
H (4.98, 3.36, 1.56)  0.00
H (4.51, -0.19, -1.09)  0.00
H (3.75, -1.29, -2.26)  0.00
H (3.28, -1.34, -0.54)  0.00
H (3.87, 1.80, -2.49)  0.00
H (2.17, 2.07, -2.92)  0.00
H (3.07, 0.74, -3.67)  0.00
H (0.85, -0.97, -1.18)  0.01
H (1.29, -0.93, -2.90)  0.00
H (0.41, 0.44, -2.19)  0.01
H (1.36, 5.70, -0.09)  0.00
H (-0.08, 6.20, -1.01)  0.00
H (1.09, 5.08, -1.73)  0.00
H (0.02, 4.69, 1.86)  0.00
H (-1.47, 3.81, 1.50)  0.00
H (-1.33, 5.53, 1.06)  0.00
H (-0.89, 3.56, -2.17)  0.00
H (-2.04, 4.60, -1.29)  0.00
H (-1.83, 2.91, -0.81)  0.00
O (-3.15, 1.75, 3.46)  0.00
C (-4.02, 1.58, 2.45)  0.00
C (-5.35, 1.96, 2.66)  0.00
C (-6.30, 1.79, 1.67)  0.00
C (-5.95, 1.25, 0.44)  0.00
C (-4.63, 0.88, 0.22)  0.00
C (-3.65, 1.03, 1.21)  0.00
C (-2.22, 0.60, 0.93)  0.00
O (-1.28, 1.21, 1.73)  0.00
N (-2.13, -0.89, 1.12)  0.00
N (-0.91, -1.34, 1.34)  0.00
C (-0.67, -2.58, 1.54)  0.00
C (0.68, -3.00, 1.94)  0.00
Br (1.92, -1.57, 2.21)  0.00
C (1.11, -4.21, 2.24)  0.00
C (0.35, -5.47, 2.04)  0.00
C (0.49, -6.50, 2.97)  0.00
C (-0.19, -7.70, 2.80)  0.00
C (-1.00, -7.90, 1.70)  0.00
C (-1.14, -6.89, 0.76)  0.00
C (-0.47, -5.68, 0.92)  0.00
H (-2.26, 1.57, 3.08)  0.00
H (-5.60, 2.39, 3.63)  0.00
H (-7.32, 2.11, 1.85)  0.00
H (-6.69, 1.12, -0.34)  0.00
H (-4.33, 0.47, -0.74)  0.00
H (-2.02, 0.81, -0.13)  0.00
H (-2.90, -1.50, 0.91)  0.00
H (-1.44, -3.34, 1.52)  0.00
H (2.09, -4.31, 2.68)  0.00
H (1.13, -6.35, 3.83)  0.00
H (-0.07, -8.49, 3.54)  0.00
H (-1.52, -8.84, 1.56)  0.00
H (-1.77, -7.04, -0.12)  0.00
H (-0.55, -4.91, 0.16)  0.00
C (0.66, -1.19, -6.34)  0.00
C (-0.53, -1.76, -5.63)  0.00
C (-1.37, -2.70, -6.22)  0.00
C (-2.45, -3.14, -5.47)  0.00
N (-2.68, -2.72, -4.23)  0.04
C (-1.80, -1.84, -3.76)  0.07
S (-2.08, -1.32, -2.11)  0.82
N (-0.76, -1.33, -4.38)  0.02
H (0.62, -1.38, -7.41)  0.00
H (1.57, -1.66, -5.94)  0.00
H (0.73, -0.12, -6.15)  0.00
H (-1.19, -3.06, -7.22)  0.00
H (-3.16, -3.85, -5.88)  0.00

Calculated values
total charge	0
⟨S²⟩	0.753
spin multiplicity	2
LUMO energy (spin up / spin down)	0.2 / -2.4	eV
HOMO energy (spin up / spin down)	-7.9 / -7.9	eV



The following is a quantum chemistry calculation of the molecule CH4FNO2, from the OMol25 dataset.

Each line ends with the natural charge from an NBO analysis.
Geometry (Å):
O (1.15, 0.99, -0.35)  -0.73
C (0.09, 0.07, -0.24)  0.45
O (0.61, -1.17, 0.16)  -0.74
N (-1.01, 0.46, 0.58)  -0.23
F (-2.17, 0.26, -0.30)  -0.28
H (1.76, 1.15, 0.45)  0.49
H (-0.32, 0.09, -1.21)  0.17
H (1.05, -1.69, -0.57)  0.49
H (-1.17, -0.15, 1.47)  0.37

Calculated values
total charge	0
LUMO energy	0.6	eV
SMILES string	OC(O)NF
HOMO energy	-10.5	eV



The following is a quantum chemistry calculation of the ion C5H14N with charge +1, from the OMol25 dataset.

Each line ends with the natural charge from an NBO analysis.
Geometry (Å):
C (1.56, 0.21, -2.05)  -0.62
C (0.88, -0.64, -0.95)  -0.40
C (0.02, 0.17, 0.03)  -0.21
C (-1.23, 0.75, -0.59)  -0.67
C (-0.37, -0.81, 1.21)  -0.24
N (-0.68, -0.01, 2.44)  -0.70
H (2.18, 1.05, -1.69)  0.22
H (0.82, 0.79, -2.62)  0.22
H (2.16, -0.46, -2.69)  0.24
H (0.16, -1.41, -1.34)  0.21
H (1.65, -1.19, -0.35)  0.21
H (0.72, 1.04, 0.62)  0.19
H (-1.07, 1.64, -1.30)  0.26
H (-1.99, 1.19, -0.02)  0.21
H (-1.71, -0.06, -1.28)  0.23
H (-1.30, -1.49, 0.96)  0.25
H (0.48, -1.54, 1.54)  0.24
H (-1.19, -0.50, 3.17)  0.45
H (-1.37, 0.72, 2.14)  0.44
H (0.28, 0.55, 2.78)  0.47

Calculated values
total charge	+1
LUMO energy	-3.9	eV
SMILES string	CC[C@@H](C)C[NH3+]
HOMO energy	-15.0	eV



The following is a quantum chemistry calculation of a cluster of 2 separate species, C3H9O in total, from the OMol25 dataset.

Each line ends with the natural charge from an NBO analysis.
Geometry (Å):
O (-0.90, -1.78, 2.55)  -0.42
H (-1.40, -2.23, 1.84)  0.41
C (-0.99, 0.73, -0.61)  -0.60
C (0.12, -0.17, -0.13)  -0.40
C (1.50, 0.39, -0.39)  -0.60
H (-0.98, 0.87, -1.68)  0.20
H (-1.96, 0.30, -0.34)  0.20
H (-0.97, 1.68, -0.08)  0.20
H (-0.01, -0.42, 0.93)  0.20
H (0.03, -1.15, -0.63)  0.19
H (2.33, -0.25, -0.11)  0.21
H (1.62, 1.37, 0.09)  0.20
H (1.61, 0.65, -1.45)  0.20

Calculated values
total charge	0
⟨S²⟩	0.753
spin multiplicity	2
LUMO energy (spin up / spin down)	1.0 / -2.0	eV
HOMO energy (spin up / spin down)	-11.4 / -11.4	eV



The following is a quantum chemistry calculation of a cluster of 2 separate species, CH5NO3 in total, from the OMol25 dataset.

Each line ends with the natural charge from an NBO analysis.
Geometry (Å):
N (-1.19, 0.64, -0.08)  -0.83
C (-0.56, -0.24, -0.92)  0.88
O (0.08, -1.20, -0.56)  -0.63
O (-0.73, 0.12, -2.20)  -0.71
H (-1.84, 1.28, -0.50)  0.39
H (-1.53, 0.25, 0.78)  0.40
H (-0.12, -0.31, -2.80)  0.50
O (1.83, 0.22, 2.04)  -0.93
H (1.43, -0.51, 2.53)  0.46
H (2.62, -0.25, 1.72)  0.46

Calculated values
total charge	0
LUMO energy	0.7	eV
SMILES string	NC(=O)O.O
HOMO energy	-10.5	eV



no.,energy (Ha),strongest force on any atom (eV/Å)
1,-7097.16339,0.77
2,-345.50487,2.62
3,-253.36483,4.02
4,-194.83798,1.15
5,-321.60932,0.98